Version P
The following is a DFT calculation (the ωB97M-V functional and the def2-TZVPD basis) of C5H5ClO in the gas phase.

```
! wB97M-V def2-TZVPD RIJCOSX def2/J DEFGRID3
* xyz 0 1
C -0.359 -0.205 0.757
C -0.294 -0.134 -0.564
C 1.379 1.111 0.095
C 0.786 0.508 1.412
C -1.042 -0.881 -1.669
O 2.092 1.935 -0.361
Cl 0.673 1.615 2.825
H -1.090 -0.770 1.454
H 1.507 -0.266 1.726
H -1.173 -1.883 -1.230
H -0.540 -0.857 -2.638
H -1.940 -0.173 -1.806
*
```

Values from the calculation:
HOMO level (alpha / beta) in Ha: -0.318 / -0.318

---

Version Q
The following is a DFT calculation (the ωB97M-V functional and the def2-TZVPD basis) of C5H5ClO in the gas phase.

```
! wB97M-V def2-TZVPD RIJCOSX def2/J DEFGRID3
* xyz 0 1
Cl 1.048 -2.418 1.670
C 0.523 -1.034 0.771
C 1.108 0.147 1.005
O 0.764 1.301 0.380
C -0.281 1.300 -0.616
C -0.941 -0.033 -0.867
C -0.544 -1.131 -0.220
H 1.943 0.277 1.699
H 0.174 1.688 -1.529
H -1.034 2.041 -0.270
H -1.738 -0.058 -1.612
H -1.023 -2.080 -0.412
*
```

Values from the calculation:
HOMO level in Ha: -0.294

---

Version R
The following is a DFT calculation (the ωB97M-V functional and the def2-TZVPD basis) of C5H5ClO in the gas phase.

```
! wB97M-V def2-TZVPD RIJCOSX def2/J DEFGRID3
* xyz 0 1
O 1.693 -2.801 -0.066
C 0.527 -2.523 -0.162
C 0.009 -1.172 -0.057
C -1.426 -0.532 -0.049
Cl -2.966 -1.071 -0.065
C -0.821 0.822 -0.036
C 0.589 0.194 0.165
H -0.293 -3.403 -0.195
H -0.995 1.310 -0.927
H -0.946 1.540 0.883
H 1.177 0.485 1.111
H 1.129 0.481 -0.744
*
```

Values from the calculation:
HOMO level in Ha: -0.327

---

Version S
The following is a DFT calculation (the ωB97M-V functional and the def2-TZVPD basis) of C5H5ClO in the gas phase.

```
! wB97M-V def2-TZVPD RIJCOSX def2/J DEFGRID3
* xyz 0 1
C -1.586 -0.398 -0.540
C -0.670 0.016 0.564
C 0.058 1.327 0.433
C 0.786 0.250 0.324
C 2.019 -0.454 0.119
O 2.148 -1.642 0.173
Cl 3.363 0.663 -0.342
H -1.376 0.248 -1.333
H -2.627 -0.582 -0.346
H -1.332 -1.378 -0.869
H -0.790 -0.439 1.614
H 0.008 2.389 0.203
*
```

Values from the calculation:
HOMO level in Ha: -0.366

---

version Q is preferred energetically. Next in line: 0.0528 hartree higher.

---

Version P
The following is a DFT calculation (the ωB97M-V functional and the def2-TZVPD basis) of 2 unconnected molecules or ions with the total composition C4H10N4O.

```
! wB97M-V def2-TZVPD RIJCOSX def2/J DEFGRID3
* xyz 2 1
C 0.723 0.246 -4.036
C 1.503 0.861 -0.802
C -0.646 -0.145 -0.043
C -1.414 0.124 1.271
N 0.901 0.015 -2.955
N 2.515 1.341 -1.378
N -1.597 -1.194 3.331
N 0.586 0.535 -0.121
O -0.623 -0.466 2.349
H 0.795 0.303 -5.152
H -0.334 -1.171 -0.176
H -1.299 0.056 -0.909
H -2.252 -0.641 1.073
H -1.854 1.096 1.327
H 3.079 0.668 -1.867
H 2.606 2.291 -1.698
H -1.356 -2.141 3.395
H -1.546 -0.687 4.245
H 0.211 -1.091 2.145
*
```

Values from the calculation:
HOMO level in Ha: -0.704

---

Version Q
The following is a DFT calculation (the ωB97M-V functional and the def2-TZVPD basis) of a molecular structure, C4H10N4O.

```
! wB97M-V def2-TZVPD RIJCOSX def2/J DEFGRID3
* xyz 2 1
C 1.548 -0.375 1.464
C 1.769 -0.114 -0.949
C -0.633 0.638 -0.218
C -2.210 -1.242 -0.274
N 0.252 -0.105 1.281
N 2.265 -0.205 0.285
N 0.453 0.114 -1.222
N -0.586 1.954 0.014
O -1.872 0.194 -0.359
H 1.914 -0.644 2.440
H 2.569 -0.201 -1.705
H -1.942 -1.594 -1.307
H -3.304 -1.375 -0.324
H -1.895 -1.744 0.593
H -0.518 -0.141 1.962
H 3.274 -0.228 0.360
H 0.236 0.156 -2.268
H 0.095 2.656 -0.245
H -1.414 2.257 0.472
*
```

Values from the calculation:
HOMO level in Ha: -0.709

---

version Q is preferred energetically. Next in line: 0.1291 hartree higher.